Record 1
The following is a quantum chemistry calculation of a cluster of 10 separate species, C19H51N3O12 in total in a non-equilibrium geometry, from the OMol25 dataset.

```
85
Properties=species:S:1:pos:R:3:forces:R:3
C -2.494 -3.505 -7.060 -0.1 -0.9 1.2
O -2.853 -3.351 -5.655 0.0 0.7 -1.4
H -3.332 -3.233 -7.702 0.0 -0.1 -0.1
H -1.619 -2.912 -7.328 0.1 -0.1 0.0
H -2.305 -4.577 -7.119 0.3 0.1 -0.6
H -3.423 -2.583 -5.732 -0.2 0.3 0.9
C 5.397 6.123 -0.305 0.0 0.5 0.7
O 4.715 5.984 -1.501 -0.7 -0.2 -1.4
H 6.170 5.356 -0.278 0.0 0.1 0.4
H 5.837 7.118 -0.235 0.4 0.1 -0.1
H 4.708 6.076 0.539 0.2 -0.5 0.3
H 3.765 6.036 -1.372 0.1 0.0 0.1
C 2.937 1.692 -6.340 0.4 -0.2 -3.0
O 2.702 1.315 -5.079 -0.3 -0.4 3.4
H 3.660 2.492 -6.501 -0.2 0.6 0.3
H 3.420 0.851 -6.838 -0.2 -0.2 -0.3
H 1.966 1.879 -6.798 0.2 0.4 -0.8
H 2.156 1.994 -4.676 0.0 -0.1 0.4
C -5.276 -2.295 0.195 -0.5 -1.2 -1.8
O -6.281 -1.497 0.676 -1.0 2.0 1.4
H -4.719 -2.801 0.983 0.4 0.0 -0.3
H -5.834 -2.969 -0.454 0.7 -1.2 0.0
H -4.713 -1.755 -0.566 0.6 0.3 0.7
H -6.851 -2.029 1.238 -0.1 0.1 0.0
C 2.939 -5.201 -2.280 1.1 -0.5 1.5
O 4.080 -5.587 -1.396 -1.2 0.3 -1.3
H 1.984 -5.398 -1.794 0.0 0.4 0.4
H 3.141 -4.138 -2.416 -0.4 -0.2 -0.3
H 2.831 -5.749 -3.216 0.8 0.0 -0.2
H 3.981 -6.484 -1.070 -0.2 -0.1 -0.2
C -3.134 0.967 -5.870 -0.7 -0.1 0.2
O -4.295 0.209 -5.650 -1.2 -1.2 0.0
H -2.701 0.627 -6.811 0.2 0.2 0.1
H -3.523 1.983 -5.943 1.2 0.4 0.0
H -2.493 0.750 -5.015 0.6 0.7 -0.2
H -4.948 0.773 -5.229 0.0 -0.2 0.0
C -0.400 -0.404 -1.264 0.0 -1.4 -0.2
C -0.801 0.913 -0.678 -1.6 -1.6 -1.4
C -0.721 1.158 0.801 1.0 -0.8 0.7
O -0.378 2.520 0.813 -1.0 0.6 0.4
C 0.060 2.881 -0.397 3.4 1.5 -0.3
O 0.819 3.810 -0.518 -1.4 -0.2 -0.4
O -0.167 1.967 -1.368 -0.1 0.8 1.5
H -0.634 -0.604 -2.309 -0.7 0.8 -0.1
H -0.960 -1.168 -0.725 0.2 -0.3 0.2
H 0.653 -0.685 -1.296 0.2 0.5 0.9
H -1.879 1.054 -0.762 -0.2 -0.2 -1.1
H 0.030 0.642 1.399 0.3 -0.3 -0.3
H -1.679 0.909 1.256 -0.1 0.5 0.1
C 4.936 -0.484 5.833 3.8 -3.0 -1.5
O 5.712 -0.948 4.994 -0.5 -0.8 0.6
N 4.479 0.699 5.702 -4.3 5.5 -0.3
C 3.485 1.168 6.674 0.6 1.1 0.3
C 4.512 1.578 4.451 1.7 -1.8 0.6
H 4.760 -0.973 6.803 -0.4 -0.1 -0.1
H 3.069 0.422 7.351 0.0 -0.3 -0.5
H 2.715 1.737 6.152 -0.3 -0.4 0.0
H 3.972 1.902 7.316 0.0 0.2 0.2
H 4.730 2.633 4.616 -0.3 -0.1 0.8
H 5.392 1.193 3.936 -0.2 0.0 -0.4
H 3.649 1.484 3.792 -0.2 -0.3 0.4
C -0.336 8.697 4.956 -2.3 3.2 -2.1
O -1.428 9.245 4.759 0.6 -0.4 0.4
N -0.200 7.451 5.284 3.3 -0.6 1.1
C 1.221 6.948 5.543 -2.2 0.8 -1.3
C -1.257 6.523 5.279 -0.1 -1.8 1.0
H 0.545 9.268 4.624 0.5 -0.3 0.8
H 1.456 6.389 4.638 0.4 -0.6 0.4
H 1.255 6.396 6.482 0.1 0.0 -0.2
H 1.865 7.828 5.536 0.0 -0.2 0.4
H -1.186 6.043 6.255 -0.4 -0.5 0.1
H -2.287 6.864 5.178 0.5 0.6 -0.3
H -0.982 5.767 4.543 -0.5 -0.2 -0.2
C -3.606 -7.927 1.462 0.3 -1.7 -1.5
O -4.033 -8.820 2.168 -0.1 0.5 -0.2
N -3.293 -8.125 0.105 0.1 1.3 0.7
C -2.688 -7.024 -0.660 -1.2 0.4 -0.1
C -3.661 -9.323 -0.675 0.5 0.6 0.9
H -3.402 -6.919 1.856 0.1 0.0 -0.3
H -2.649 -6.105 -0.076 0.3 -0.2 0.4
H -3.360 -6.738 -1.468 -0.2 -0.2 -0.3
H -1.726 -7.185 -1.148 0.2 -0.5 0.5
H -4.460 -9.868 -0.172 0.1 0.1 0.0
H -3.967 -9.010 -1.674 -0.1 0.0 0.1
H -2.769 -9.942 -0.766 -0.1 -0.3 -0.1
```
Positions in Å, forces in eV/Å.

Total energy: -49563.9537 eV
Lowest unoccupied orbital energy: -0.0039 Ha
Gap between HOMO and LUMO: 9.24 eV
HOMO level: -9.35 eV

Löwdin population analysis, charges in e, atoms 1 to 8: number 1, C, carries -0.14; number 2, O, carries -0.14; number 3, H, carries 0.08; number 4, H, carries 0.07; number 5, H, carries 0.07; number 6, H, carries 0.04; number 7, C, carries -0.19; number 8, O, carries -0.11

---

Record 2
The following is a quantum chemistry calculation of a cluster of 5 separate species, C19H51N5O8 in total in a non-equilibrium geometry, from the OMol25 dataset.

```
83
Properties=species:S:1:pos:R:3:forces:R:3
C 3.294 0.869 -6.006 -0.6 -1.7 -0.7
O 2.034 0.282 -5.639 0.0 1.2 0.6
C 1.137 1.301 -5.262 -1.2 0.5 0.1
C -0.242 0.724 -5.019 1.1 -2.0 0.7
N -0.140 -0.285 -3.925 0.2 1.7 0.0
C -1.299 -1.105 -3.718 0.7 -0.7 1.0
C -0.862 -2.262 -2.798 0.1 -0.6 -0.4
O 0.037 -3.124 -3.511 -0.6 1.1 -1.1
C 0.428 -4.296 -2.889 -0.1 -0.4 0.8
H 3.138 1.240 -7.020 0.5 0.6 0.1
H 3.934 -0.012 -6.065 0.4 0.3 0.0
H 3.701 1.595 -5.304 -0.3 0.1 0.0
H 0.918 2.059 -6.022 0.7 0.0 -0.6
H 1.474 1.869 -4.390 0.3 -0.2 0.2
H -0.496 0.196 -5.942 -0.5 0.2 -0.2
H -0.966 1.502 -4.781 0.0 0.0 0.0
H 0.651 -0.898 -4.076 0.2 0.1 -0.3
H -1.688 -1.440 -4.682 -0.3 -0.4 0.1
H -2.075 -0.586 -3.152 -0.1 0.3 -0.2
H -1.756 -2.747 -2.398 -0.1 -0.6 -0.4
H -0.324 -1.940 -1.905 0.0 0.6 0.0
H -0.300 -5.095 -3.054 -0.2 0.0 0.3
H 0.562 -4.090 -1.824 0.0 -0.4 0.2
H 1.372 -4.687 -3.272 0.1 0.5 -0.2
C -1.695 2.779 6.393 1.0 -0.9 0.7
O -1.332 2.041 5.207 -0.6 1.5 0.2
C -2.332 1.157 4.730 -0.4 -0.1 0.4
C -2.171 0.880 3.249 1.1 0.5 0.9
N -2.308 2.074 2.473 -1.0 1.0 -1.4
C -1.555 2.141 1.239 0.9 0.1 0.3
C -1.588 3.572 0.628 -0.2 -1.4 -0.4
O -1.427 3.457 -0.796 0.9 0.7 0.9
C -1.070 4.710 -1.413 -1.1 -1.2 -1.1
H -0.911 3.503 6.619 0.2 -0.2 -0.4
H -1.703 2.075 7.229 0.0 -0.1 0.2
H -2.620 3.346 6.519 -0.5 -0.2 -1.2
H -3.315 1.582 4.948 -0.2 0.0 -0.1
H -2.236 0.215 5.276 -0.2 -0.2 0.0
H -2.870 0.096 2.955 -0.1 0.1 -0.1
H -1.152 0.491 3.149 0.1 -0.4 -0.2
H -2.219 2.970 2.929 0.1 -0.4 0.8
H -1.822 1.341 0.546 -0.7 0.4 -0.3
H -0.517 1.856 1.452 0.5 0.2 0.0
H -0.785 4.198 1.020 0.1 0.0 0.2
H -2.546 4.020 0.900 -0.1 0.2 -0.2
H -0.865 4.406 -2.440 0.1 0.3 -0.1
H -0.193 5.259 -1.068 -0.1 -0.3 0.7
H -1.981 5.310 -1.431 0.2 0.5 0.1
C 3.906 -1.718 2.543 0.1 -0.2 -0.3
O 2.589 -2.055 2.112 0.3 0.4 0.2
C 1.892 -0.933 1.536 -0.9 -1.6 0.2
C 0.503 -1.456 1.059 0.1 -0.3 0.5
N -0.446 -1.875 2.130 -0.2 0.9 -0.8
C -1.821 -2.097 1.662 -0.3 -0.9 0.8
C -2.090 -3.421 0.952 0.2 0.0 -0.6
O -2.137 -4.518 1.855 -0.3 -0.9 -1.2
C -2.196 -5.796 1.097 -0.9 1.7 1.4
H 4.589 -1.714 1.692 0.0 0.3 -0.1
H 4.316 -2.440 3.250 -0.5 -0.4 0.0
H 3.964 -0.760 3.063 -0.3 0.2 -0.2
H 2.433 -0.508 0.691 0.1 -0.1 -0.1
H 1.791 -0.182 2.323 -0.2 0.2 -0.1
H 0.606 -2.309 0.383 0.7 0.0 -0.2
H 0.055 -0.681 0.436 -0.2 0.2 0.3
H -0.209 -2.781 2.514 0.7 0.1 0.1
H -2.338 -1.323 1.093 0.9 0.5 -0.2
H -2.416 -2.133 2.579 -0.2 -0.2 0.1
H -1.353 -3.646 0.175 0.5 0.2 0.0
H -2.999 -3.290 0.356 -0.6 -0.4 0.3
H -1.245 -5.936 0.588 -0.1 -0.4 0.0
H -3.060 -5.789 0.429 0.3 0.4 -0.5
H -2.508 -6.545 1.823 0.8 -0.2 0.1
C 3.541 1.812 1.151 1.0 -1.2 -0.7
O 4.282 0.996 0.621 0.1 0.1 -0.6
N 2.443 2.326 0.620 -1.8 0.4 -1.8
N 3.734 2.246 2.384 0.4 1.0 2.3
H 2.119 1.979 -0.275 -0.1 0.0 0.1
H 1.902 3.050 1.063 0.2 -0.1 0.0
H 2.912 2.611 2.836 0.6 0.0 0.6
H 4.576 1.981 2.868 -0.3 0.0 0.2
O 0.784 1.418 -1.554 0.1 0.2 0.1
H 0.553 1.005 -2.398 -0.1 -0.5 -0.2
H 0.008 1.932 -1.313 -0.3 0.3 0.1
```
Positions in Å, forces in eV/Å.

Total energy: -44356.5558 eV
Energy above the lowest of the compared OMol25 structures with the same formula, charge and spin: 11.3 kcal/mol
Lowest unoccupied orbital energy: 0.0211 Ha
Gap between HOMO and LUMO: 8.89 eV
HOMO level: -8.31 eV

Löwdin population analysis, charges in e, atoms 1 to 8: number 1, C, carries -0.08; number 2, O, carries -0.18; number 3, C, carries -0.27; number 4, C, carries -0.17; number 5, N, carries -0.08; number 6, C, carries -0.20; number 7, C, carries -0.19; number 8, O, carries -0.19